# 1
Below is a structure of composition C34H35NO2P2PtS2Si at a distorted geometry, with properties calculated with wB97M-V/def2-TZVPD.

Last column: Löwdin spin population.
Element x y z (Å)
Pt 0.086208 -0.937735 0.357030  1.32
O 0.479212 -3.927069 0.297664  0.02
N 1.301831 -2.792339 0.213778  0.11
C 2.240866 -2.978820 -0.629793  0.03
C 3.335086 -2.033813 -0.910536  0.00
C 4.429029 -2.637534 -1.526720  0.00
C 5.616255 -1.947980 -1.725727  0.00
C 5.721521 -0.638610 -1.294755  0.01
C 4.630441 -0.021382 -0.693473  0.00
C 3.424822 -0.690252 -0.512927  0.01
P 2.082852 0.286464 0.220326  0.10
C 1.770462 1.678780 -0.878023  0.03
C 0.829580 2.625296 -0.451362  0.03
C 0.469851 3.676245 -1.280878  0.01
C 1.025449 3.776188 -2.550809  0.01
C 1.937124 2.827185 -2.988450  0.01
C 2.312357 1.777945 -2.155297  0.01
C 2.794765 0.897194 1.755634  0.01
C 3.115825 -0.064173 2.717725  0.01
C 3.810356 0.305477 3.857734  0.00
C 4.160525 1.637051 4.056689  0.01
C 3.827062 2.595396 3.111743  0.00
C 3.154250 2.227609 1.951292  0.01
H 0.096754 -3.876926 1.189326  0.00
H 2.291030 -3.958540 -1.096468  0.00
H 4.356251 -3.673488 -1.834165  0.00
H 6.454279 -2.439482 -2.201030  0.00
H 6.645676 -0.091754 -1.426378  0.00
H 4.723572 1.007808 -0.365240  0.00
H 0.379924 2.544441 0.533008  0.00
H -0.243977 4.414296 -0.939147  0.00
H 0.745813 4.595432 -3.200334  0.00
H 2.364427 2.904436 -3.979480  0.00
H 3.022944 1.043402 -2.511134  0.00
H 2.844005 -1.104027 2.565221  0.00
H 4.080640 -0.442183 4.592074  0.00
H 4.702563 1.924013 4.948344  0.00
H 4.107279 3.629033 3.265206  0.00
H 2.929290 2.976840 1.202946  0.00
S -0.715084 0.122505 -1.818638  0.77
P -2.606834 -0.572636 -1.357131  0.05
S -2.336980 -1.345660 0.492515  0.25
C -3.753024 0.778932 -1.399750  0.01
C -4.837423 0.780939 -0.520549  0.00
C -5.780910 1.792838 -0.607717  0.00
C -5.641988 2.794144 -1.559855  0.00
C -4.560202 2.794099 -2.431533  0.00
C -3.611424 1.786600 -2.357428  0.01
C -3.028987 -1.801660 -2.539206  0.03
C -4.160007 -1.669518 -3.351502  0.01
C -4.463329 -2.676430 -4.252778  0.01
C -3.645377 -3.795609 -4.348682  0.02
C -2.517370 -3.926407 -3.545654  0.00
C -2.204096 -2.933376 -2.636966  0.02
H -4.946672 0.002491 0.224801  0.00
H -6.625817 1.800494 0.067326  0.00
H -6.382222 3.581019 -1.622823  0.00
H -4.458670 3.578228 -3.169464  0.00
H -2.771041 1.787500 -3.040759  0.00
H -4.794640 -0.796135 -3.278340  0.00
H -5.338577 -2.590497 -4.882067  0.00
H -3.891458 -4.577717 -5.055121  0.00
H -1.891942 -4.804782 -3.628277  0.00
H -1.338351 -3.038752 -1.992797  0.00
C -1.523762 1.272343 3.025679  0.00
Si -0.906281 -0.335989 3.618790  0.10
C -2.253709 -1.461027 4.327535  0.13
C 0.230489 -0.119481 5.155374  0.16
O -0.063169 -1.221918 2.527337  0.66
H -2.030278 1.819044 3.824413  0.00
H -2.227077 1.140287 2.199311  0.00
H -0.691104 1.888551 2.671555  0.00
H -2.762617 -0.862213 5.083974  0.01
H -1.808761 -2.350934 4.765340  0.00
H -2.930936 -1.724789 3.513792  0.00
H -0.426885 0.325812 5.902707  0.01
H 1.027609 0.552332 4.842880  0.00
H 0.612712 -1.087053 5.470096  0.00

Force components x, y, z for each atom (eV/Å):
0.06 -0.02 0.20
0.07 0.40 0.24
-0.49 -0.35 -0.48
0.31 0.43 0.19
-0.33 -0.33 0.00
0.19 0.00 -0.10
-0.06 -0.08 -0.01
-0.03 0.06 0.04
0.08 0.03 -0.04
0.06 0.12 -0.02
-0.05 -0.06 -0.04
0.05 0.10 0.03
-0.03 0.06 -0.02
0.00 -0.05 0.01
-0.02 0.02 0.01
0.02 -0.07 0.04
0.00 0.05 -0.08
0.07 -0.02 0.05
0.02 0.00 0.06
-0.08 -0.01 0.00
0.00 -0.01 0.00
-0.03 -0.02 -0.06
0.01 0.05 0.06
0.03 -0.02 -0.15
0.10 -0.06 0.05
0.01 0.01 0.01
-0.01 0.00 0.01
-0.02 0.01 0.01
0.00 -0.01 0.00
0.02 -0.01 0.00
0.01 -0.01 0.01
0.01 -0.01 0.01
0.00 -0.01 0.01
0.00 0.01 0.00
0.00 0.01 0.00
-0.01 0.01 -0.01
-0.01 0.00 -0.01
-0.01 -0.01 -0.01
0.00 -0.01 0.00
0.07 -0.08 -0.20
0.14 0.07 0.24
-0.07 0.11 0.04
-0.20 0.18 -0.03
0.01 0.04 -0.02
0.01 -0.01 0.01
0.00 -0.01 0.00
0.01 -0.03 0.02
-0.05 0.01 0.01
-0.06 -0.35 -0.33
0.10 -0.04 -0.01
0.01 0.00 0.00
-0.01 -0.02 -0.02
-0.01 0.04 0.00
-0.09 0.01 -0.01
0.01 0.00 -0.01
0.01 -0.01 0.00
0.01 -0.01 0.00
0.01 -0.01 0.00
0.01 -0.01 0.01
0.01 0.00 0.02
0.00 0.00 0.01
0.00 0.01 0.01
0.00 0.01 0.01
-0.02 0.00 0.02
-0.12 0.47 -0.42
0.16 -0.28 1.14
0.04 -0.04 -0.51
-0.05 -0.05 -0.74
0.11 -0.30 0.12
0.03 -0.02 -0.01
0.01 0.08 0.05
-0.06 0.03 0.03
-0.04 -0.05 0.00
-0.06 -0.01 0.03
-0.12 -0.07 0.19
0.11 0.02 0.06
0.11 0.04 0.24
0.04 0.07 0.08

Properties
* ⟨S²⟩: 6.0267
* multiplicity: 5
* net charge: +2
* HOMO (alpha / beta): -12.584 / -14.178 eV
* LUMO level (alpha / beta): -5.51 / -8.92 eV

=====

# 2
Below is a cluster of 2 separate species, CH5OP in total at a distorted geometry, with properties calculated with wB97M-V/def2-TZVPD.

Last column: Löwdin charge in e.
Element x y z (Å)
C 0.697215 0.878599 -0.378443  -0.46
P 1.714543 -0.353249 0.035365  0.72
H 0.559325 1.035758 -1.466541  0.01
H 0.183824 1.360704 0.318330  -0.06
H 1.390761 -0.280449 1.457259  -0.13
O -1.537567 -0.540569 -0.048249  -0.05
H -2.219715 -1.073743 0.317317  0.03
H -0.788388 -1.027051 -0.235039  -0.07

Force components x, y, z for each atom (eV/Å):
2.39 -2.29 -3.74
0.13 -0.09 0.92
-0.04 0.41 0.91
-2.36 2.29 2.44
0.44 -0.13 -0.59
-2.11 2.54 0.17
-0.64 -0.90 0.35
2.20 -1.83 -0.47

Properties
* multiplicity: 1
* net charge: 0
* SMILES: C=P.O
* HOMO: -9.873 eV
* LUMO level: 0.24 eV

=====

# 3
Below is a structure of composition C46H47N4O4PbSb2 at a distorted geometry, with properties calculated with wB97M-V/def2-TZVPD.

Last column: Löwdin charge in e.
Element x y z (Å)
Pb 0.563088 0.982938 -0.180807  1.35
C -3.860578 0.474968 -1.910552  -0.31
C -4.222100 -0.106685 -0.536631  -0.34
C -3.267137 -1.232565 -0.141000  -0.27
Sb -2.930859 -1.468564 2.005006  1.89
C -3.864624 -3.236341 2.710012  -0.34
C -3.809898 -3.500335 4.074596  -0.11
C -4.242514 -4.734509 4.534059  -0.04
C -4.722877 -5.683722 3.640076  -0.03
C -4.778307 -5.405011 2.280787  -0.05
C -4.354950 -4.172519 1.807108  -0.11
C -2.700435 -0.244104 3.755219  -0.33
C -3.835451 -0.040424 4.531294  -0.13
C -3.717107 0.703084 5.700018  -0.05
C -2.480959 1.215241 6.076000  -0.05
C -1.358308 0.996582 5.287331  -0.04
C -1.462038 0.262334 4.113555  -0.11
Sb -1.819527 1.263212 -2.066576  1.47
C -1.629650 1.149259 -4.188259  -0.38
C -0.359620 1.102112 -4.754150  -0.14
C -0.209049 1.111092 -6.133381  -0.07
C -1.326823 1.165527 -6.953566  -0.05
C -2.595329 1.214280 -6.392446  -0.06
C -2.748699 1.205300 -5.013456  -0.13
C -2.133864 3.375723 -1.937990  -0.38
C -1.290354 4.135745 -1.129807  -0.16
C -1.411863 5.518974 -1.094470  -0.09
C -2.380919 6.147442 -1.862505  -0.06
C -3.222450 5.394837 -2.671807  -0.05
C -3.097777 4.013659 -2.713104  -0.11
H -4.543433 1.287609 -2.160058  0.07
H -3.943814 -0.284401 -2.690078  0.07
H -5.244017 -0.491636 -0.569705  0.12
H -4.194444 0.697192 0.194274  0.07
H -2.264692 -1.069239 -0.531917  -0.01
H -3.626820 -2.217159 -0.438961  0.07
H -3.434939 -2.764552 4.775793  0.10
H -4.199060 -4.952314 5.592745  0.12
H -5.056213 -6.646027 4.004356  0.13
H -5.149388 -6.143505 1.583127  0.12
H -4.418813 -3.958126 0.746838  0.09
H -4.793521 -0.466948 4.254828  0.11
H -4.582830 0.850048 6.333421  0.12
H -2.392700 1.778964 6.995801  0.12
H -0.399108 1.397498 5.586356  0.12
H -0.590592 0.108740 3.493161  0.10
H 0.516992 1.081673 -4.116551  0.07
H 0.782260 1.085460 -6.567905  0.11
H -1.211171 1.176696 -8.028803  0.12
H -3.471762 1.263132 -7.025284  0.12
H -3.745429 1.241429 -4.588586  0.09
H -0.534169 3.660632 -0.516457  0.05
H -0.744645 6.101463 -0.471207  0.12
H -2.476139 7.225219 -1.841707  0.12
H -3.969807 5.885143 -3.282118  0.12
H -3.737672 3.438701 -3.372524  0.10
C 4.330683 2.682178 -2.332351  -0.01
C 4.817221 1.619911 -3.075254  0.00
C 4.046329 0.471936 -3.185769  0.03
C 2.810921 0.415158 -2.555235  -0.23
N 2.356580 1.442017 -1.821127  -0.05
C 3.100545 2.543092 -1.716311  -0.11
C 1.952207 -0.788850 -2.631752  -0.21
C 2.124822 -1.743455 -3.631594  0.03
C 1.330004 -2.873731 -3.647658  0.00
C 0.378961 -3.037971 -2.649973  -0.01
C 0.247265 -2.038535 -1.709040  -0.14
N 0.993321 -0.930829 -1.701293  -0.02
H 4.896814 3.595686 -2.219848  0.13
H 5.783288 1.677041 -3.557755  0.13
H 4.426826 -0.374180 -3.738475  0.12
H 2.694765 3.347191 -1.111974  0.12
H 2.861607 -1.595234 -4.406814  0.12
H 1.451278 -3.617409 -4.423629  0.13
H -0.251445 -3.914865 -2.610853  0.12
H -0.480755 -2.127831 -0.911889  0.08
O 2.696213 -0.404456 0.862728  0.02
C 2.012681 -1.239034 1.411828  -0.48
C 2.451582 -2.451424 2.193728  -0.04
C 1.132473 -3.084897 2.627441  -0.04
C 0.104292 -2.185173 1.988881  -0.43
O -1.145808 -2.488225 2.097811  -0.15
N 0.610040 -1.167684 1.346404  0.07
H 3.095285 -2.149420 3.019124  0.14
H 3.045873 -3.096765 1.546282  0.14
H 0.980513 -3.082944 3.708414  0.14
H 0.998282 -4.114403 2.295379  0.14
O -0.931451 2.977430 1.986595  -0.01
C -1.953628 2.349005 1.698484  -0.67
O -2.025651 1.263258 1.048038  -0.24
C -3.287223 3.002410 2.158919  -0.15
N -2.910186 4.044692 3.164233  0.09
C -3.788966 5.228408 2.931777  -0.09
C -3.846781 5.265779 1.413352  -0.12
C -4.015078 3.782721 1.039815  -0.09
H -3.932708 2.259755 2.620872  0.14
H -1.912705 4.219466 2.923252  0.16
H -2.926889 3.699483 4.123544  0.18
H -3.384679 6.119945 3.404311  0.14
H -4.768354 5.007878 3.355906  0.14
H -2.913273 5.661472 1.010272  0.10
H -4.665244 5.881083 1.049107  0.13
H -3.592754 3.571168 0.060035  0.09
H -5.071148 3.513144 1.024039  0.13

Force components x, y, z for each atom (eV/Å):
0.42 0.19 0.68
0.38 -0.06 0.22
-0.03 0.16 -0.09
-0.06 0.14 0.61
0.50 -0.94 0.48
0.12 0.83 -0.32
-0.01 -0.02 0.07
0.01 0.02 0.06
0.03 0.03 -0.01
-0.02 0.01 -0.09
-0.07 -0.02 -0.07
-0.27 -0.25 -0.72
-0.07 -0.01 -0.04
-0.02 -0.07 0.06
-0.08 0.04 -0.01
0.02 0.01 -0.01
0.10 0.09 -0.10
-0.84 0.37 -0.99
-0.03 -0.06 0.31
-0.02 0.03 0.06
0.07 0.00 -0.02
-0.01 0.01 0.03
-0.08 0.00 0.00
0.00 -0.05 0.05
0.11 -0.28 0.06
-0.05 -0.01 -0.12
0.07 -0.01 -0.01
0.00 0.03 -0.02
-0.07 0.01 0.00
0.04 -0.09 -0.01
0.03 0.02 -0.02
0.04 0.02 -0.03
0.01 -0.01 0.03
0.02 0.04 0.05
0.07 -0.02 0.12
0.09 -0.04 0.01
0.02 -0.05 0.00
-0.03 -0.03 -0.01
0.00 0.00 0.01
-0.03 -0.01 0.04
0.02 -0.05 0.01
0.00 0.03 0.04
0.00 0.02 -0.04
0.01 -0.02 0.01
0.02 -0.03 0.00
0.05 0.03 -0.05
0.06 0.00 -0.03
-0.02 0.00 -0.01
0.00 0.00 0.00
0.03 -0.01 -0.03
-0.02 0.00 -0.07
0.03 0.04 0.07
0.01 0.02 -0.02
0.01 0.00 -0.01
0.01 0.00 0.00
-0.03 0.04 -0.01
0.07 0.01 -0.04
-0.12 0.02 0.05
-0.01 -0.04 -0.02
0.25 0.17 0.00
0.11 -0.11 -0.29
-0.03 0.10 0.04
-0.19 -0.25 -0.06
0.02 0.05 0.01
-0.03 0.01 0.05
0.01 0.01 -0.04
-0.06 -0.03 -0.01
0.26 0.02 -0.07
-0.02 0.01 0.01
0.00 0.00 0.00
-0.02 0.00 0.00
0.00 -0.01 0.00
0.01 0.00 0.02
0.01 0.00 0.00
0.00 0.00 0.01
0.01 0.00 -0.02
-0.06 -0.06 0.00
0.10 0.01 -0.01
0.06 -0.03 0.01
-0.09 -0.06 0.05
0.75 0.11 -0.13
-0.53 0.49 -0.04
-0.84 -0.23 0.14
-0.01 0.00 0.00
0.01 0.02 0.00
-0.01 0.00 0.00
-0.03 0.01 -0.02
0.35 0.02 -0.02
-0.34 -0.06 -0.04
-0.21 -0.05 0.16
0.23 -0.41 -0.34
-0.01 0.04 0.22
-0.17 0.28 -0.20
-0.03 -0.15 0.11
-0.04 0.13 0.01
0.03 -0.02 0.11
0.04 0.04 0.07
-0.07 -0.02 -0.03
0.11 -0.07 0.03
0.04 -0.02 0.07
-0.07 -0.01 0.03
0.01 0.03 0.00
-0.03 -0.05 0.04
0.01 0.00 0.02

Properties
* multiplicity: 1
* net charge: +3
* HOMO: -15.206 eV
* LUMO level: -8.02 eV

=====

no.,total energy (eV)
1,-92768.6093
2,-12452.3553
3,-80916.2460